[1]
The following is a DFT calculation (wB97M-V/def2-TZVPD) of C27H56HgNO13S5 as an isolated structure.

Properties
multiplicity	1
HOMO level	-9.88	eV
energy above the lowest of the compared OMol25 structures with the same formula, charge and spin	0.00	kJ/mol
Kohn-Sham gap	5.11	eV
net charge	+1
F_max	2.61	eV/A

Element x y z (Å)
C1 -3.88 4.29 3.12
H1 3.49 7.13 -1.50
S1 -3.50 1.86 2.17
H2 -2.35 -6.98 3.53
H3 1.60 0.70 2.70
S2 -2.43 -5.17 2.02
H4 -3.99 0.89 -5.49
C2 -0.63 -0.68 0.56
H5 1.70 -4.46 -1.45
O1 1.90 -3.42 4.34
H6 4.55 -2.00 -3.95
H7 -0.19 -6.48 4.55
H8 3.17 -2.82 -4.73
H9 -0.80 2.57 -1.23
H10 -2.05 3.96 4.12
H11 3.39 -4.33 -1.00
C3 2.94 -0.77 1.90
H12 -2.76 -5.49 4.39
O2 -5.09 -1.43 -3.13
C4 -0.57 -5.82 3.78
H13 3.57 4.99 -1.00
O3 -0.96 -1.90 0.68
C5 1.59 6.28 -2.27
C6 -4.47 2.90 3.25
H14 2.38 -5.18 -3.75
H15 2.74 7.92 -2.81
H16 3.56 -5.98 -2.67
C7 2.96 6.92 -2.42
H17 5.24 -4.37 -3.20
H18 -2.40 1.95 -3.54
O4 -0.09 -0.25 -0.60
C8 0.14 -5.91 2.40
C9 -3.79 -0.10 -5.06
C10 -2.08 -5.92 3.66
H19 -1.30 0.72 -2.92
H20 4.03 -0.71 1.84
C11 -2.36 4.09 3.08
H21 -4.34 2.48 4.25
H22 1.33 -0.43 4.96
C12 2.57 4.72 -0.65
H23 2.23 6.62 0.47
H24 -0.06 -1.18 -0.94
H25 2.98 5.29 1.41
H26 -4.21 -0.80 -5.77
C13 -2.28 0.88 -3.38
H27 2.61 -0.35 0.95
O5 -5.78 0.94 -3.57
H28 -4.11 4.94 3.96
H29 -4.19 4.87 2.25
O6 -2.30 -3.73 2.24
H30 -1.72 0.53 -5.42
O7 0.10 -2.18 3.09
H31 -0.20 4.95 -0.68
N1 1.63 4.89 -1.76
C14 0.30 4.39 -1.48
Hg1 -2.09 -1.45 2.73
C15 4.30 -4.24 -3.73
H32 0.96 6.93 -1.64
H33 -0.58 -5.09 0.44
H34 -1.10 2.42 2.32
H35 0.91 -5.14 2.38
H36 -1.11 -6.69 0.79
H37 -3.13 -0.44 -1.82
S3 -4.76 -0.08 -3.50
H38 -1.91 -0.97 -4.52
C16 2.27 5.54 0.62
H39 -5.51 2.76 2.97
C17 0.24 2.86 -1.36
O8 3.59 -1.71 -1.38
H40 -1.88 5.02 2.75
C18 -2.31 0.03 -4.66
H41 -3.85 1.19 -1.75
C19 3.16 -5.02 -3.01
H42 -2.01 3.26 1.10
H43 1.07 6.28 -3.23
H44 2.63 3.66 -0.40
H45 1.96 -2.71 1.22
S4 1.48 -2.31 3.51
C20 2.52 -2.24 2.02
C21 -3.38 0.45 -2.40
H46 2.98 -1.00 4.84
H47 3.39 -2.86 2.24
O9 -3.56 -5.79 1.38
C22 -2.04 2.94 2.14
H48 -0.42 -4.77 4.06
S5 2.84 -2.47 -2.35
C23 3.81 -2.79 -3.85
C24 2.44 0.13 3.08
O10 -1.01 0.17 1.44
H49 4.42 -4.74 -4.69
O11 -4.10 1.82 0.86
H50 0.80 2.42 -0.54
O12 1.50 -1.98 -2.68
C25 -0.87 -5.73 1.26
C26 2.09 -0.76 4.25
H51 3.27 0.80 3.32
H52 0.61 -6.88 2.27
C27 2.68 -4.20 -1.82
H53 0.58 2.51 -2.33
H54 1.25 5.28 0.94
O13 -3.27 0.62 2.93
H55 3.61 6.42 -3.14
H56 -0.31 4.71 -2.33

[2]
The following is a DFT calculation (wB97M-V/def2-TZVPD) of C27H57AsF5IN5O6S as an isolated structure.

Properties
multiplicity	1
HOMO level	-5.32	eV
energy above the lowest of the compared OMol25 structures with the same formula, charge and spin	18.84	kJ/mol
Kohn-Sham gap	7.40	eV
net charge	-1
F_max	1.54	eV/A

Element x y z (Å)
O1 4.53 -5.27 4.37
C1 2.76 -4.90 0.98
O2 -4.82 1.78 0.71
H1 -4.56 2.19 -2.71
H2 8.78 2.44 0.80
O3 -3.71 5.05 -6.32
H3 -1.02 -4.34 1.90
H4 -0.72 -5.23 3.40
O4 7.53 -2.72 1.13
N1 -4.85 4.37 -8.08
C2 -4.92 3.48 2.39
H5 6.14 -4.88 3.22
C3 -6.05 2.73 -4.15
H6 8.60 1.26 -2.45
F1 -1.97 -1.50 -0.99
H7 -4.67 1.40 2.75
H8 -3.04 5.42 -8.28
H9 -6.88 2.65 2.04
C4 -4.36 2.11 1.97
H10 -7.47 2.17 -2.07
C5 -4.85 4.41 -5.93
C6 -6.39 3.28 2.78
H11 -5.34 4.21 0.40
H12 2.52 -4.05 2.79
C7 7.13 -1.43 1.56
C8 8.28 -2.62 -1.22
H13 -6.92 4.23 2.80
H14 -7.19 0.85 -0.06
N2 3.09 -3.89 1.97
H15 -5.91 2.21 -5.09
H16 -3.27 2.14 2.04
H17 3.33 -6.81 3.63
H18 4.98 -5.98 2.48
H19 9.68 1.22 -0.13
H20 0.27 -3.81 3.01
H21 7.93 -0.69 1.41
H22 6.85 1.54 -2.48
C9 5.07 -5.06 3.08
C10 1.26 -5.02 0.78
H23 -5.44 0.83 -3.29
H24 -2.04 3.47 1.03
C11 -0.24 -4.68 2.59
C12 8.92 2.01 -0.19
H25 8.76 -0.79 -0.51
H26 7.24 -0.78 -3.00
C13 -2.55 4.07 0.27
H27 3.34 -6.57 5.38
O5 0.65 -5.57 1.94
H28 -5.42 5.41 1.67
H29 -2.96 5.52 1.78
F2 -2.65 -2.69 0.68
H30 0.83 -4.05 0.54
O6 7.67 1.52 -0.61
H31 -5.58 -2.19 -0.59
N3 8.52 -1.20 -1.40
C14 -3.80 4.98 -7.66
I1 -6.18 -1.07 1.98
N4 -5.56 4.00 -6.93
H32 -3.25 6.06 -1.05
H33 6.92 -1.49 2.63
C15 -2.96 -0.32 0.85
H34 3.13 -5.90 1.25
H35 -1.78 4.54 -0.33
H36 6.46 -0.64 -1.42
F3 -3.03 -0.52 2.20
N5 -4.76 -1.68 -0.89
H37 6.22 -2.64 -0.47
H38 8.02 -3.06 -2.19
H39 -4.77 6.41 -0.29
F4 -2.14 0.76 0.65
C16 -6.54 0.66 -0.91
H40 -6.16 2.77 -1.09
H41 5.09 -3.68 1.45
C17 4.49 -3.85 2.35
C18 3.35 -6.06 4.42
C19 -3.71 6.28 -0.09
H42 2.45 -5.45 4.35
H43 9.29 2.80 -0.86
H44 -7.11 2.95 -4.06
C20 7.39 -0.46 -1.97
H45 -4.36 3.79 3.27
H46 -6.95 -0.15 -1.50
S1 -5.13 4.29 -4.23
H47 4.63 -2.98 3.00
H48 9.22 -3.08 -0.90
H49 -3.93 0.60 -1.27
H50 -4.84 -1.55 -1.90
H51 3.22 -4.63 0.02
H52 -3.12 3.39 -0.36
C21 -6.46 1.94 -1.73
C22 -2.15 -1.53 0.32
H53 7.13 -4.13 -0.25
H54 1.07 -5.70 -0.05
H55 -3.29 7.22 0.27
C23 -3.47 5.11 0.91
C24 -4.84 4.55 1.30
H56 6.23 -1.09 1.05
F5 -0.91 -1.48 0.86
C25 7.66 1.03 -1.95
C26 7.21 -3.04 -0.21
C27 -5.56 1.86 -2.98
As1 -4.78 0.08 -0.09
H57 -6.49 2.84 3.77